[1]
ORCA calculation (the ωB97M-V functional and the def2-TZVPD basis) on a 2-piece molecular cluster, C3H10N2O2 overall.

E_HOMO: -9.379 eV
Net charge: 0
Energy relative to the best compared isomer or geometry (same formula, charge and spin): 148.3 kJ/mol
Calculated total energy: -380.28020 a.u.
LUMO: 0.255 eV
SMILES string: CNC(=O)CN.O

Last columns: bonded neighbours and bond lengths (Å).
CARTESIAN COORDINATES (ANGSTROEM)
1 N -1.761 -0.150 -1.769  C2 1.444, H7 1.017, H8 0.997
2 C -1.626 -0.514 -0.379  N1 1.444, C3 1.516, H9 1.096, H10 1.095
3 C -0.364 -1.284 -0.044  C2 1.516, N4 1.392, O6 1.211
4 N 0.723 -0.556 0.429  C3 1.392, C5 1.431, H11 1.005
5 C 2.077 -1.019 0.483  N4 1.431, H12 1.100, H13 1.085, H14 1.098
6 O -0.263 -2.473 -0.249  C3 1.211
7 H -1.405 0.786 -1.948  N1 1.017
8 H -1.217 -0.740 -2.360  N1 0.997
9 H -1.657 0.313 0.340  C2 1.096
10 H -2.480 -1.142 -0.102  C2 1.095
11 H 0.555 0.090 1.181  N4 1.005
12 H 2.378 -1.356 1.485  C5 1.100
13 H 2.392 -1.790 -0.213  C5 1.085
14 H 2.760 -0.185 0.277  C5 1.098
15 H 0.330 4.046 1.789  O17 0.960
16 H 1.679 4.480 0.977  O17 0.968
17 O 0.746 4.650 1.170  H15 0.960, H16 0.968

Atomic partial charges in e from the Löwdin method, atoms 1 to 6: number 1, N, carries 0.02; number 2, C, carries -0.22; number 3, C, carries -0.48; number 4, N, carries -0.01; number 5, C, carries -0.11; number 6, O, carries 0.07

=====

[2]
ORCA calculation (the ωB97M-V functional and the def2-TZVPD basis) on a 2-piece molecular cluster, C5H10O2 overall.

E_HOMO: -8.890 eV
Net charge: 0
Energy relative to the best compared isomer or geometry (same formula, charge and spin): 421.0 kJ/mol
Calculated total energy: -346.86509 a.u.
LUMO: 1.019 eV
SMILES string: CO[C@H]1C/C1=C/O.[H][H]

Last columns: bonded neighbours and bond lengths (Å).
CARTESIAN COORDINATES (ANGSTROEM)
1 C 2.657 0.176 -0.001  O2 1.409, H8 1.101, H9 1.100, H10 1.092
2 O 1.344 0.488 -0.407  C1 1.409, C3 1.392
3 C 0.389 -0.253 0.283  O2 1.392, C4 1.530, C5 1.458, H11 1.096
4 C -0.058 0.197 1.675  C3 1.530, C5 1.469, H12 1.089, H13 1.090
5 C -0.918 0.357 0.495  C3 1.458, C4 1.469, C6 1.320
6 C -2.002 0.854 -0.071  C5 1.320, O7 1.361, H16 1.086
7 O -2.264 0.830 -1.406  C6 1.361, H17 0.969
8 H 2.889 -0.887 -0.168  C1 1.101
9 H 2.812 0.405 1.063  C1 1.100
10 H 3.331 0.788 -0.605  C1 1.092
11 H 0.454 -1.333 0.112  C3 1.096
12 H -0.285 -0.568 2.417  C4 1.089
13 H 0.419 1.092 2.073  C4 1.090
14 H -2.189 -2.351 -1.352  H15 0.744
15 H -2.456 -1.659 -1.407  H14 0.744
16 H -2.807 1.329 0.483  C6 1.086
17 H -1.475 0.489 -1.853  O7 0.969

Atomic partial charges in e from the Löwdin method, atoms 1 to 6: number 1, C, carries -0.10; number 2, O, carries -0.14; number 3, C, carries -0.31; number 4, C, carries -0.03; number 5, C, carries -0.18; number 6, C, carries -0.15

=====

[3]
ORCA calculation (the ωB97M-V functional and the def2-TZVPD basis) on an isolated ion of composition C3H6NOS and charge -1.

E_HOMO: -2.729 eV
Net charge: -1
Energy relative to the best compared isomer or geometry (same formula, charge and spin): 314.4 kJ/mol
Calculated total energy: -646.04598 a.u.
LUMO: 4.014 eV
SMILES string: N[C@@H](C=O)C[S-]

Last columns: bonded neighbours and bond lengths (Å).
CARTESIAN COORDINATES (ANGSTROEM)
1 O -2.456 -1.228 -0.648  C2 1.256
2 C -1.544 -0.417 -0.354  O1 1.256, C3 1.684, H7 1.124
3 C 0.010 -0.715 0.225  C2 1.684, C4 1.693, N6 1.446, H8 1.113
4 C 1.017 0.320 -0.658  C3 1.693, S5 1.908, H9 1.164, H10 1.100
5 S 0.741 2.174 -0.302  C4 1.908
6 N 0.042 -0.237 1.589  C3 1.446, H11 1.029, H12 1.005
7 H -1.646 0.613 -0.792  C2 1.124
8 H 0.126 -1.755 -0.153  C3 1.113
9 H 2.156 0.555 -0.703  C4 1.164
10 H 0.827 0.053 -1.708  C4 1.100
11 H 0.975 -0.084 1.994  N6 1.029
12 H -0.250 0.721 1.511  N6 1.005

Atomic partial charges in e from the Löwdin method, atoms 1 to 6: number 1, O, carries -0.05; number 2, C, carries -0.18; number 3, C, carries -0.36; number 4, C, carries -0.65; number 5, S, carries 0.05; number 6, N, carries -0.05

=====

[4]
ORCA calculation (the ωB97M-V functional and the def2-TZVPD basis) on one molecule with the formula C21H20N2O6.

E_HOMO: -8.489 eV
Net charge: 0
Energy relative to the best compared isomer or geometry (same formula, charge and spin): 44.4 kJ/mol
Calculated total energy: -1373.30143 a.u.
LUMO: -0.725 eV
SMILES string: CC(C)CCN1C(=O)c2ccc(C(=O)Nc3ccc(O)cc3C(=O)O)cc2C1=O

Last columns: bonded neighbours and bond lengths (Å).
CARTESIAN COORDINATES (ANGSTROEM)
1 C 7.411 -0.664 -0.146  H2 1.087, H3 1.088, H4 1.088, C5 1.527
2 H 7.310 -0.328 0.882  C1 1.087
3 H 7.145 -1.718 -0.194  C1 1.088
4 H 8.455 -0.561 -0.432  C1 1.088
5 C 6.525 0.150 -1.087  C1 1.527, C6 1.528, C10 1.532, H49 1.096
6 C 6.811 -0.234 -2.537  C5 1.528, H7 1.088, H8 1.087, H9 1.088
7 H 6.206 0.358 -3.220  C6 1.088
8 H 7.859 -0.066 -2.777  C6 1.087
9 H 6.587 -1.286 -2.702  C6 1.088
10 C 5.038 -0.059 -0.787  C5 1.532, C11 1.529, H47 1.093, H48 1.093
11 C 4.620 0.478 0.583  C10 1.529, N12 1.447, H45 1.091, H46 1.093
12 N 3.188 0.366 0.765  C11 1.447, C13 1.388, C21 1.385
13 C 2.287 1.328 0.331  N12 1.388, O14 1.203, C15 1.487
14 O 2.586 2.364 -0.203  C13 1.203
15 C 0.944 0.791 0.676  C13 1.487, C16 1.376, C20 1.398
16 C -0.312 1.322 0.493  C15 1.376, C17 1.399, H44 1.079
17 C -1.413 0.563 0.907  C16 1.399, C18 1.393, C25 1.500
18 C -1.229 -0.672 1.523  C17 1.393, C19 1.391, H24 1.080
19 C 0.044 -1.195 1.722  C18 1.391, C20 1.379, H23 1.079
20 C 1.122 -0.456 1.281  C15 1.398, C19 1.379, C21 1.486
21 C 2.579 -0.738 1.337  N12 1.385, C20 1.486, O22 1.204
22 O 3.155 -1.700 1.779  C21 1.204
23 H 0.190 -2.148 2.207  C19 1.079
24 H -2.082 -1.229 1.883  C18 1.080
25 C -2.772 1.165 0.706  C17 1.500, O26 1.212, N27 1.365
26 O -2.951 2.361 0.792  C25 1.212
27 N -3.725 0.235 0.409  C25 1.365, C28 1.390, H43 1.012
28 C -5.081 0.413 0.160  N27 1.390, C29 1.398, C33 1.409
29 C -5.671 1.677 0.243  C28 1.398, C30 1.376, H42 1.077
30 C -7.011 1.864 -0.006  C29 1.376, C31 1.396, H41 1.078
31 C -7.822 0.782 -0.352  C30 1.396, C32 1.382, O39 1.355
32 C -7.253 -0.475 -0.436  C31 1.382, C33 1.400, H38 1.081
33 C -5.893 -0.686 -0.183  C28 1.409, C32 1.400, C34 1.474
34 C -5.471 -2.092 -0.319  C33 1.474, O35 1.206, O36 1.358
35 O -6.202 -2.981 -0.681  C34 1.206
36 O -4.180 -2.372 -0.004  C34 1.358, H37 0.971
37 H -4.031 -3.323 -0.133  O36 0.971
38 H -7.851 -1.336 -0.701  C32 1.081
39 O -9.136 1.004 -0.593  C31 1.355, H40 0.965
40 H -9.576 0.177 -0.825  O39 0.965
41 H -7.453 2.845 0.062  C30 1.078
42 H -5.053 2.519 0.505  C29 1.077
43 H -3.409 -0.722 0.315  N27 1.012
44 H -0.463 2.291 0.044  C16 1.079
45 H 5.091 -0.091 1.386  C11 1.091
46 H 4.882 1.536 0.668  C11 1.093
47 H 4.448 0.457 -1.548  C10 1.093
48 H 4.802 -1.125 -0.837  C10 1.093
49 H 6.757 1.213 -0.957  C5 1.096

Atomic partial charges in e from the Löwdin method, atoms 1 to 6: number 1, C, carries -0.08; number 2, H, carries 0.07; number 3, H, carries 0.09; number 4, H, carries 0.08; number 5, C, carries -0.44; number 6, C, carries -0.08

=====

- The lowest LUMO belongs to which entry?
  C21H20N2O6

=====

- Which value of LUMO does entry 1 give?
  0.255 eV